Here is a cluster of 3 separate species, C14H25BrO8 in total from the Open Molecules 2025 dataset. Energies are from the ωB97M-V functional and the def2-TZVPD basis.

Structure (XYZ):
```
48
Properties=species:S:1:pos:R:3:forces:R:3
O 2.1405 -3.6807 -0.2677 0.1 -0.1 0.1
C 1.6914 -2.6272 -0.5811 -0.2 0.1 0.0
O 0.6051 -2.0890 0.0439 0.0 0.0 -0.1
C 0.1427 -0.9102 -0.6188 -0.2 0.0 0.1
Br -0.2522 0.4071 0.7708 0.1 -0.1 0.0
C -1.1401 -1.2280 -1.3878 0.0 0.0 0.0
C -2.1626 -2.0930 -0.6465 0.0 0.1 0.1
O -3.1428 -1.3453 0.0612 0.0 0.0 0.0
C 1.2914 -0.4503 -1.5099 0.0 0.2 -0.2
C 2.1733 -1.6785 -1.6732 0.2 0.0 0.0
O 2.0185 -2.3407 -2.9117 0.0 0.0 0.0
H -0.8448 -1.7195 -2.3203 0.1 -0.1 0.1
H -1.6046 -0.2779 -1.6610 0.0 0.0 -0.1
H -1.6664 -2.7013 0.1064 0.0 -0.1 0.0
H -2.6382 -2.7760 -1.3565 0.0 0.0 0.0
H -3.6138 -0.7860 -0.5634 0.0 0.0 0.0
H 1.8383 0.3808 -1.0727 0.0 -0.1 0.2
H 0.9335 -0.1149 -2.4805 -0.1 0.0 0.0
H 3.2257 -1.4598 -1.4675 0.0 0.0 -0.1
H 2.2234 -1.7025 -3.6063 0.0 0.0 0.0
O 1.7489 0.6913 -4.4556 0.1 -0.1 -0.1
C 2.0018 1.8665 -4.3792 0.0 0.0 0.2
O 2.7578 2.2802 -3.3475 0.0 -0.1 -0.1
C 3.1550 3.6479 -3.1634 0.0 0.1 0.0
C 2.0732 4.4641 -2.4909 0.0 0.0 0.0
C 1.4445 2.8635 -5.3640 0.1 0.0 0.0
H 3.4729 4.0821 -4.1113 0.0 0.0 0.0
H 4.0354 3.5831 -2.5269 0.0 0.0 0.0
H 1.1744 4.5280 -3.1048 0.0 0.0 0.0
H 2.4321 5.4770 -2.3071 0.0 0.0 0.0
H 1.8011 4.0147 -1.5360 0.0 0.0 0.0
H 0.4227 3.0952 -5.0620 0.0 0.0 0.0
H 1.4081 2.3847 -6.3388 0.0 0.0 0.0
H 2.0030 3.7911 -5.4388 0.0 0.0 0.0
O -1.2946 0.7024 3.7794 0.0 0.2 0.2
C -1.7972 -0.2096 4.3744 0.0 -0.1 -0.1
O -2.4525 0.0561 5.5270 0.0 0.0 0.0
C -3.1632 -0.9478 6.2585 0.0 0.0 0.0
C -2.2490 -1.7607 7.1504 0.0 0.0 0.0
C -1.6755 -1.6318 3.8795 -0.1 0.0 0.0
H -3.7409 -1.5780 5.5816 0.0 0.0 0.0
H -3.8756 -0.3848 6.8597 0.0 0.0 0.0
H -1.5162 -2.3221 6.5706 0.0 0.0 0.0
H -2.8335 -2.4693 7.7386 0.0 0.0 0.0
H -1.7106 -1.1040 7.8336 0.0 0.0 0.0
H -0.7004 -2.0124 4.1853 0.0 0.0 0.0
H -1.6971 -1.6028 2.7925 0.0 0.0 0.0
H -2.4430 -2.3112 4.2379 0.0 0.0 0.0
```
Forces are in eV/Å.

Results
LUMO energy in Eh: 0.016
Gap between HOMO and LUMO in eV: 10.025
SMILES string: O=C1O[C@](Br)(CCO)C[C@@H]1O.CCOC(C)=O.CCOC(C)=O
E_HOMO in eV: -9.59

From a Löwdin analysis of the wavefunction, the atomic charges in e read:
1. O 0.169
2. C -0.401
3. O -0.005
4. C -0.777
5. Br 0.866
6. C -0.163
7. C -0.247
8. O -0.084
9. C -0.121
10. C -0.261
11. O 0.014
12. H 0.129
13. H 0.116
14. H 0.116
15. H 0.118
16. H 0.083
17. H 0.104
18. H 0.103
19. H 0.162
20. H 0.089
21. O 0.089
22. C -0.515
23. O 0.000
24. C -0.226
25. C -0.057
26. C 0.021
27. H 0.111
28. H 0.125
29. H 0.071
30. H 0.084
31. H 0.085
32. H 0.100
33. H 0.094
34. H 0.071
35. O 0.052
36. C -0.523
37. O -0.003
38. C -0.241
39. C -0.066
40. C 0.018
41. H 0.111
42. H 0.121
43. H 0.069
44. H 0.080
45. H 0.083
46. H 0.101
47. H 0.064
48. H 0.070

Here is a structure of composition C18H37GeN2O3Re from the Open Molecules 2025 dataset. Energies are from the ωB97M-V functional and the def2-TZVPD basis.

Structure (XYZ):
```
62
Properties=species:S:1:pos:R:3:forces:R:3
Re -0.2680 0.0307 -0.3340 -0.2 -0.2 0.1
C 4.9961 -0.4826 -0.8980 -0.1 0.1 0.0
C 4.2202 -1.7090 -0.7478 0.7 -0.3 -0.2
C 4.3400 -2.4859 0.4789 -0.1 0.0 0.0
C 3.5955 -2.3036 -1.9246 -0.1 0.1 0.0
O 1.5335 -0.2166 0.2017 -0.3 0.2 -0.1
Ge 1.7419 1.4463 1.0108 0.0 0.0 0.3
O -0.1709 1.4897 0.8118 0.3 -0.4 -0.3
C -1.4326 3.5179 3.7354 -0.3 0.4 0.5
C -2.2075 2.4253 4.3115 0.0 0.0 0.0
C -2.0856 4.4879 2.8663 0.0 0.0 0.0
C -0.0938 3.7976 4.2439 0.0 0.0 0.0
O -0.0636 0.5290 -2.0258 0.1 -0.1 -0.1
C -1.3244 1.1103 -2.7351 0.3 -0.1 0.1
C -2.4399 0.7188 -1.7723 -0.1 0.0 -0.2
C -1.0480 2.5896 -2.8151 -0.2 0.0 -0.1
C -1.3708 0.3900 -4.0557 -0.2 0.1 0.0
H 5.9649 -0.8526 -1.2906 0.0 0.0 0.0
H 5.2325 0.0176 0.0384 0.0 0.0 0.0
H 4.6192 0.1895 -1.6669 0.0 0.0 0.0
H 5.2601 -3.0786 0.2984 0.0 0.0 0.0
H 3.5435 -3.2103 0.6284 0.0 0.0 0.0
H 4.5473 -1.8916 1.3660 0.0 0.0 0.0
H 4.4312 -2.8568 -2.3965 0.0 0.0 0.0
H 3.2705 -1.5754 -2.6646 0.0 0.0 0.0
H 2.8359 -3.0460 -1.6941 0.0 0.0 0.0
H -3.0581 2.1184 3.7087 0.0 0.0 0.0
H -2.6377 2.8861 5.2239 0.0 0.0 0.0
H -1.6045 1.5933 4.6685 0.0 0.0 0.0
H -2.9462 4.0981 2.3289 0.0 0.0 0.0
H -1.4008 5.0514 2.2357 0.0 0.0 0.0
H -2.4909 5.2299 3.5848 0.0 0.0 0.0
H 0.4264 2.9270 4.6369 0.0 0.0 0.0
H -0.2928 4.4380 5.1269 0.0 0.0 0.0
H 0.5141 4.4124 3.5831 0.0 0.0 0.0
H -2.2846 1.1358 -0.7506 0.0 0.0 0.0
H -2.6064 -0.3623 -1.7611 0.0 0.0 0.0
H -3.3914 1.1672 -2.0672 0.0 0.0 0.0
H -0.9374 3.0359 -1.8252 0.0 0.0 0.0
H -1.8930 3.0777 -3.3052 0.0 0.0 0.0
H -0.1635 2.7846 -3.4183 0.0 0.0 0.0
H -1.4484 -0.6891 -3.9257 0.0 0.0 0.0
H -0.5002 0.6345 -4.6609 0.0 0.0 0.0
H -2.2559 0.7240 -4.6025 0.0 0.0 0.0
N -1.0278 -1.7544 -0.0062 0.1 0.3 0.0
C -1.5810 -2.7996 0.1168 0.0 -0.1 0.1
N -2.1615 -3.8996 0.2461 0.0 0.1 0.0
C -3.6617 -4.0442 0.0669 0.0 0.0 0.0
C -4.2479 -4.7499 1.2749 0.0 0.0 0.0
C -3.5365 -6.0672 1.5702 0.0 0.0 0.0
C -2.0332 -5.8671 1.7407 0.0 0.0 0.0
C -1.4116 -5.1844 0.5372 0.0 0.0 0.0
H -3.7800 -4.6285 -0.8470 0.0 0.0 0.0
H -4.0709 -3.0471 -0.0866 0.0 0.0 0.0
H -5.3010 -4.9285 1.0505 0.0 0.0 0.0
H -4.2171 -4.0879 2.1441 0.0 0.0 0.0
H -3.7325 -6.7886 0.7722 0.0 0.0 0.0
H -3.9458 -6.4982 2.4825 0.0 0.0 0.0
H -1.5312 -6.8301 1.8489 0.0 0.0 0.0
H -1.8174 -5.2935 2.6458 0.0 0.0 0.0
H -1.5136 -5.7815 -0.3705 0.0 0.0 0.0
H -0.3649 -4.9252 0.6851 0.0 0.0 0.0
```
Forces are in eV/Å.

Results
LUMO energy (alpha / beta) in Eh: -0.457 / -0.493
Expectation value of S²: 2.01
Charge: +4
Energy above the lowest of the compared OMol25 structures with the same formula, charge and spin in kcal/mol: 0.0
Gap between HOMO and LUMO (alpha / beta) in eV: 8.198 / 7.327
Multiplicity: 3
E_HOMO (alpha / beta) in eV: -20.64 / -20.74

From a Löwdin analysis of the wavefunction, the atomic charges in e read:
1. Re 1.633
2. C 0.009
3. C -0.231
4. C 0.013
5. C 0.011
6. O -0.681
7. Ge 1.124
8. O -0.687
9. C -0.217
10. C 0.013
11. C 0.017
12. C 0.009
13. O -0.311
14. C -0.568
15. C -0.055
16. C 0.002
17. C 0.007
18. H 0.166
19. H 0.111
20. H 0.115
21. H 0.168
22. H 0.110
23. H 0.114
24. H 0.164
25. H 0.113
26. H 0.107
27. H 0.111
28. H 0.167
29. H 0.111
30. H 0.112
31. H 0.116
32. H 0.168
33. H 0.110
34. H 0.166
35. H 0.113
36. H 0.076
37. H 0.085
38. H 0.140
39. H 0.089
40. H 0.125
41. H 0.112
42. H 0.101
43. H 0.112
44. H 0.127
45. N -0.007
46. C -0.141
47. N -0.001
48. C -0.064
49. C -0.156
50. C -0.168
51. C -0.157
52. C -0.067
53. H 0.149
54. H 0.131
55. H 0.140
56. H 0.128
57. H 0.134
58. H 0.134
59. H 0.139
60. H 0.128
61. H 0.148
62. H 0.129

Here is a structure of composition C13H16CdCl3NO4S3Si from the Open Molecules 2025 dataset. Energies are from the ωB97M-V functional and the def2-TZVPD basis.

Structure (XYZ):
```
42
Properties=species:S:1:pos:R:3:forces:R:3
Cd 1.1857 -0.0358 -1.2471 0.7 -0.8 0.6
O -0.0664 4.3829 0.0851 -0.2 0.2 -0.1
C -0.1835 3.0658 -0.0617 0.1 -0.2 0.2
O 0.6639 2.2776 0.2860 0.3 0.1 -0.4
C -1.5021 2.6484 -0.6309 -0.2 0.1 -0.3
C -2.3648 3.4927 -1.3172 0.0 0.1 -0.1
C -3.5535 2.9630 -1.7996 0.0 -0.1 0.0
C -3.8691 1.6424 -1.5169 0.0 0.0 -0.1
C -2.9478 0.8977 -0.8000 0.2 0.3 -0.1
N -1.7785 1.3789 -0.4024 0.1 0.1 -0.3
C -3.2551 -0.4543 -0.2516 0.0 -0.1 0.5
O -4.3560 -0.9240 -0.1494 0.0 -0.1 -0.2
O -2.1368 -0.9446 0.2726 -0.2 -0.5 -0.4
H 0.8068 4.5878 0.4452 0.1 -0.1 0.0
H -2.1007 4.5270 -1.4804 0.0 0.0 0.0
H -4.2378 3.5742 -2.3716 0.0 0.0 0.0
H -4.7934 1.1790 -1.8309 -0.1 0.1 0.0
C 1.2139 -0.3357 3.0059 -0.4 0.1 -0.1
C 2.3181 -1.1752 2.3750 0.2 0.0 -0.2
S 3.1546 -0.4348 0.9166 -0.6 0.0 0.0
C 3.7477 -1.9244 0.0441 0.0 0.1 0.2
C 2.7469 -3.0354 -0.2318 -0.4 0.2 -0.1
S 1.1708 -2.5686 -1.0287 -0.3 0.3 0.0
C -2.2201 -1.9463 1.2799 -0.1 0.0 0.2
C -0.9262 -1.8556 2.0734 0.2 0.4 -0.1
S -0.3466 -0.1128 2.0982 0.4 -0.4 -0.2
H 1.5733 0.6792 3.1794 0.0 0.0 0.1
H 0.9344 -0.7807 3.9615 0.3 0.0 0.1
H 1.9436 -2.1533 2.0840 0.0 0.0 0.0
H 3.0993 -1.3069 3.1242 0.0 -0.1 0.0
H 4.5800 -2.3225 0.6267 0.1 0.0 -0.1
H 4.1352 -1.5265 -0.8950 0.1 0.0 0.0
H 2.5082 -3.5791 0.6838 0.1 0.0 0.0
H 3.2287 -3.7402 -0.9101 0.1 0.0 0.1
H -2.3389 -2.9309 0.8269 0.0 0.0 0.0
H -3.0893 -1.7268 1.9003 0.0 -0.1 0.0
H -0.1589 -2.4401 1.5743 0.1 -0.1 0.0
H -1.0945 -2.2027 3.0926 0.1 -0.1 0.0
Cl 2.1681 2.6519 -3.9315 0.1 -0.1 0.1
Si 2.1661 0.5715 -3.5906 -1.1 0.8 -0.1
Cl 3.6051 -0.0599 -4.9215 0.2 -0.3 0.3
Cl 0.3694 -0.0026 -4.5667 0.1 0.0 0.1
```
Forces are in eV/Å.

Results
LUMO energy in Eh: -0.024
Energy above the lowest of the compared OMol25 structures with the same formula, charge and spin in kcal/mol: 44.3
Gap between HOMO and LUMO in eV: 7.211
E_HOMO in eV: -7.86

From a Löwdin analysis of the wavefunction, the atomic charges in e read:
1. Cd 1.014
2. O 0.143
3. C -0.474
4. O -0.002
5. C -0.185
6. C 0.026
7. C -0.019
8. C 0.034
9. C -0.156
10. N 0.171
11. C -0.439
12. O 0.146
13. O -0.103
14. H 0.140
15. H 0.122
16. H 0.116
17. H 0.128
18. C -0.535
19. C -0.510
20. S 0.753
21. C -0.567
22. C -0.720
23. S 0.287
24. C -0.209
25. C -0.413
26. S 0.870
27. H 0.069
28. H 0.073
29. H 0.047
30. H 0.078
31. H 0.073
32. H 0.062
33. H 0.041
34. H 0.055
35. H 0.137
36. H 0.129
37. H 0.028
38. H 0.088
39. Cl 0.069
40. Si -0.777
41. Cl 0.164
42. Cl 0.047

Here is a structure of composition C29H24BrN7O4S3Sc from the Open Molecules 2025 dataset. Energies are from the ωB97M-V functional and the def2-TZVPD basis.

Structure (XYZ):
```
69
Properties=species:S:1:pos:R:3:forces:R:3
Sc 0.2364 -0.4593 -0.5724 -0.2 0.9 -0.1
C -3.5674 -2.3699 0.6958 0.1 -0.1 0.1
C -2.2788 -1.9562 0.0758 0.0 0.0 -0.2
N -1.6774 -0.8517 0.3060 -0.4 0.0 0.2
N -2.2802 0.1392 1.0701 0.2 0.0 -0.3
C -2.1492 1.2821 0.4332 -0.1 0.1 0.1
N -2.7023 2.3695 1.0119 0.0 -0.1 0.0
S -1.3116 1.5426 -1.0952 0.0 -0.2 0.1
C -1.7170 -2.7115 -1.0794 -0.1 0.0 0.2
C -2.1769 -3.9648 -1.4245 0.0 0.0 -0.1
C -1.7918 -4.5036 -2.6461 0.0 0.0 0.0
C -0.9750 -3.7658 -3.4796 0.0 0.0 0.0
C -0.5041 -2.5413 -3.0341 0.0 0.0 0.0
N -0.8509 -2.0207 -1.8576 0.1 -0.1 0.2
H -3.9456 -1.5807 1.3368 0.0 0.0 0.0
H -3.4133 -3.2687 1.2977 0.0 0.0 0.0
H -4.3008 -2.6100 -0.0740 0.0 0.0 0.0
H -3.3270 2.2268 1.7890 0.0 0.0 0.0
H -2.7691 3.2229 0.4871 0.0 0.0 0.0
H -2.8400 -4.5002 -0.7617 0.0 0.0 0.0
H -2.1420 -5.4821 -2.9442 0.0 0.0 0.0
H -0.6760 -4.1330 -4.4496 0.0 0.0 0.0
H 0.1892 -1.9657 -3.6310 0.0 0.0 0.0
C 0.6230 1.9693 1.9264 0.0 0.1 -0.1
O 1.2092 1.3878 0.7453 0.0 -0.4 -0.1
C 2.5261 1.6809 0.5026 0.1 0.1 0.0
C 3.3091 2.5243 1.2674 0.0 0.0 0.0
C 4.6680 2.6127 0.9761 0.0 0.0 0.0
Br 5.7425 3.7458 2.0284 0.0 0.0 0.0
C 5.2462 1.8745 -0.0360 0.0 0.0 0.0
C 4.4439 1.0634 -0.8385 0.0 -0.1 0.1
C 3.0862 1.0119 -0.5765 0.0 -0.1 0.1
O 2.2045 0.2025 -1.2863 0.1 0.1 -0.3
C 5.0585 0.1653 -1.8328 -0.1 0.2 0.0
N 6.0906 -0.5827 -1.5892 -0.1 -0.1 0.0
C 6.2763 -1.3230 -2.7532 0.1 0.0 0.1
C 7.2357 -2.2930 -3.0423 0.0 0.0 0.0
C 7.1977 -2.8788 -4.2894 -0.1 0.0 -0.1
C 6.2286 -2.5143 -5.2413 0.0 0.0 0.0
C 5.2713 -1.5575 -4.9702 0.1 0.0 0.0
C 5.3193 -0.9772 -3.7074 -0.2 0.1 0.0
N 4.5149 -0.0299 -3.0859 0.1 -0.1 0.0
H 1.2755 1.7996 2.7805 0.0 0.0 0.0
H -0.3206 1.4595 2.0868 0.0 0.0 0.0
H 0.4593 3.0328 1.7547 0.0 0.0 0.0
H 2.8985 3.0843 2.0923 0.0 0.0 0.0
H 6.3105 1.9050 -0.2169 0.0 0.0 0.0
H 2.6540 -0.5561 -1.7317 -0.1 0.0 0.0
H 7.9875 -2.5558 -2.3115 0.0 0.0 0.0
H 7.9327 -3.6271 -4.5515 0.0 0.0 0.0
H 6.2362 -2.9941 -6.2101 0.0 0.0 0.0
H 4.5280 -1.2806 -5.7045 0.0 0.0 0.0
H 3.9149 0.6223 -3.5642 0.0 0.0 0.0
O 1.2263 -4.2899 -1.0083 0.0 0.0 0.0
S 1.9775 -3.0849 -0.8398 0.0 0.0 0.1
O 2.1340 -2.2648 -2.0462 0.0 0.0 0.0
N 1.3430 -2.0926 0.3114 0.1 -0.2 -0.1
C 2.1653 -1.9739 1.4061 0.0 -0.3 -0.2
S 1.7480 -1.1642 2.7549 0.0 0.2 0.1
C 3.4575 -2.6836 1.1807 -0.1 0.1 0.1
C 4.5579 -2.7298 2.0196 0.0 0.0 0.0
C 5.6801 -3.4230 1.5879 0.0 0.0 0.0
C 5.7037 -4.0642 0.3506 0.0 0.0 0.0
C 4.6020 -4.0322 -0.4949 0.1 0.0 0.1
C 3.5025 -3.3304 -0.0426 0.2 0.0 0.0
H 4.5314 -2.2236 2.9750 0.0 0.0 0.0
H 6.5548 -3.4641 2.2216 0.0 0.0 0.0
H 6.5938 -4.5943 0.0410 0.0 0.0 0.0
H 4.6134 -4.5220 -1.4583 0.0 0.0 0.0
```
Forces are in eV/Å.

Results
LUMO energy in Eh: -0.133
Charge: +1
Energy above the lowest of the compared OMol25 structures with the same formula, charge and spin in kcal/mol: 35.5
Gap between HOMO and LUMO in eV: 7.285
E_HOMO in eV: -10.90

From a Löwdin analysis of the wavefunction, the atomic charges in e read:
1. Sc 0.996
2. C 0.008
3. C -0.228
4. N -0.119
5. N 0.022
6. C -0.862
7. N 0.094
8. S 0.645
9. C -0.206
10. C 0.019
11. C -0.006
12. C -0.013
13. C -0.103
14. N 0.024
15. H 0.079
16. H 0.104
17. H 0.101
18. H 0.114
19. H 0.092
20. H 0.126
21. H 0.126
22. H 0.123
23. H 0.125
24. C -0.058
25. O -0.227
26. C -0.208
27. C -0.034
28. C -0.662
29. Br 0.801
30. C -0.050
31. C -0.064
32. C -0.149
33. O -0.065
34. C -0.280
35. N 0.205
36. C -0.226
37. C -0.016
38. C -0.082
39. C -0.081
40. C -0.016
41. C -0.190
42. N 0.164
43. H 0.085
44. H 0.069
45. H 0.116
46. H 0.110
47. H 0.121
48. H 0.081
49. H 0.114
50. H 0.104
51. H 0.105
52. H 0.111
53. H 0.172
54. O -0.237
55. S 0.679
56. O -0.332
57. N -0.242
58. C -0.819
59. S 0.809
60. C -0.222
61. C -0.002
62. C -0.031
63. C -0.041
64. C -0.015
65. C -0.230
66. H 0.112
67. H 0.117
68. H 0.116
69. H 0.130